No. 1
{
  "formula": "C73H55BFN3O12",
  "method": "ωB97M-V with the def2-TZVPD basis set",
  "elements": ["C", "C", "C", "O", "C", "C", "C", "B", "N", "O", "C", "C", "C", "C", "F", "C", "C", "C", "O", "N", "N", "C", "C", "C", "C", "O", "H", "H", "H", "H", "H", "H", "H", "H", "H", "H", "H", "H", "H", "H", "H", "H", "H", "H", "H", "H", "H", "H", "H", "O", "C", "C", "C", "C", "C", "C", "C", "C", "O", "C", "C", "C", "C", "C", "C", "H", "H", "H", "H", "H", "H", "H", "H", "O", "C", "C", "C", "C", "C", "C", "C", "C", "O", "C", "C", "C", "C", "C", "C", "H", "H", "H", "H", "H", "H", "H", "H", "O", "C", "C", "C", "C", "C", "C", "C", "C", "O", "C", "C", "C", "C", "C", "C", "H", "H", "H", "H", "H", "H", "H", "H", "O", "C", "C", "C", "C", "C", "C", "C", "C", "O", "C", "C", "C", "C", "C", "C", "H", "H", "H", "H", "H", "H", "H", "H"],
  "coordinates": [[-0.665, -6.741, 7.081], [0.029, -5.838, 5.888], [-1.018, -5.300, 4.746], [-1.618, -6.375, 3.913], [-0.703, -6.482, 2.757], [-0.732, -5.500, 1.440], [0.348, -5.617, 0.169], [0.169, -4.499, -1.024], [1.337, -3.718, -1.602], [-1.186, -4.152, -1.580], [1.505, -6.801, 0.180], [2.595, -6.979, -1.031], [2.637, -8.483, -1.705], [4.190, -9.104, -1.706], [1.646, -9.435, -1.154], [1.501, -7.774, 1.540], [0.435, -7.662, 2.792], [0.777, -8.845, 3.875], [0.282, -9.094, 5.095], [1.802, -9.667, 3.103], [1.610, -11.041, 3.053], [1.250, -11.466, 1.794], [2.366, -12.438, 1.018], [-0.166, -11.138, 1.030], [2.506, -9.006, 1.937], [3.693, -9.396, 1.465], [-1.638, -7.300, 6.689], [0.113, -7.596, 7.338], [-0.865, -6.139, 8.071], [0.514, -4.888, 6.422], [0.897, -6.436, 5.353], [-0.409, -4.562, 4.049], [-1.883, -4.653, 5.222], [-1.549, -4.649, 1.419], [2.265, -4.124, -1.351], [1.234, -3.541, -2.625], [-1.613, -4.998, -1.904], [3.659, -6.716, -0.559], [2.463, -6.222, -1.929], [2.370, -8.361, -2.862], [4.822, -8.535, -0.868], [4.118, -10.226, -1.310], [4.697, -9.041, -2.760], [2.868, -13.075, 1.894], [1.779, -13.134, 0.284], [3.217, -11.800, 0.501], [-1.042, -11.778, 1.528], [-0.476, -10.007, 1.033], [-0.058, -11.583, -0.070], [-2.489, 0.355, 0.219], [-2.374, 0.967, -0.836], [-2.266, 0.238, -2.116], [-2.318, -1.162, -2.123], [-2.257, -1.857, -3.332], [-2.147, -1.158, -4.534], [-2.078, 0.236, -4.528], [-2.131, 0.935, -3.316], [-2.040, 2.409, -3.318], [-1.866, 3.018, -4.367], [-2.167, 3.138, -2.041], [-2.117, 4.539, -2.035], [-2.270, 5.239, -0.838], [-2.473, 4.545, 0.355], [-2.508, 3.149, 0.354], [-2.349, 2.443, -0.846], [-2.409, -1.714, -1.189], [-2.302, -2.943, -3.336], [-2.113, -1.699, -5.477], [-1.987, 0.774, -5.470], [-1.964, 5.087, -2.963], [-2.235, 6.326, -0.836], [-2.602, 5.090, 1.287], [-2.664, 2.614, 1.290], [-8.019, 3.166, -9.743], [-7.601, 2.547, -8.772], [-8.074, 1.174, -8.500], [-8.991, 0.571, -9.371], [-9.411, -0.740, -9.142], [-8.918, -1.451, -8.048], [-8.018, -0.846, -7.170], [-7.600, 0.472, -7.392], [-6.662, 1.110, -6.448], [-6.288, 0.512, -5.445], [-6.174, 2.475, -6.731], [-5.256, 3.076, -5.860], [-4.763, 4.352, -6.137], [-5.185, 5.030, -7.281], [-6.111, 4.438, -8.142], [-6.611, 3.159, -7.864], [-9.375, 1.118, -10.230], [-10.119, -1.209, -9.822], [-9.236, -2.477, -7.877], [-7.642, -1.405, -6.315], [-4.918, 2.551, -4.968], [-4.047, 4.816, -5.462], [-4.794, 6.021, -7.502], [-6.437, 4.975, -9.031], [5.023, 9.764, 0.590], [3.950, 9.174, 0.610], [3.887, 7.725, 0.328], [5.066, 7.020, 0.056], [5.020, 5.644, -0.172], [3.800, 4.970, -0.128], [2.622, 5.673, 0.126], [2.664, 7.055, 0.348], [1.411, 7.794, 0.598], [0.332, 7.215, 0.561], [1.476, 9.238, 0.900], [0.295, 9.941, 1.174], [0.350, 11.299, 1.493], [1.579, 11.956, 1.540], [2.755, 11.260, 1.253], [2.703, 9.899, 0.927], [6.023, 7.539, 0.025], [5.937, 5.097, -0.379], [3.765, 3.895, -0.293], [1.672, 5.141, 0.154], [-0.667, 9.434, 1.144], [-0.567, 11.843, 1.710], [1.622, 13.012, 1.799], [3.710, 11.781, 1.289], [2.521, 2.868, 4.547], [3.459, 3.361, 5.161], [4.233, 2.550, 6.123], [3.903, 1.203, 6.318], [4.655, 0.420, 7.196], [5.736, 0.977, 7.878], [6.055, 2.324, 7.699], [5.299, 3.114, 6.825], [5.633, 4.542, 6.655], [6.534, 5.050, 7.312], [4.872, 5.347, 5.679], [5.205, 6.694, 5.484], [4.514, 7.454, 4.539], [3.492, 6.874, 3.788], [3.150, 5.535, 3.991], [3.838, 4.771, 4.943], [3.065, 0.759, 5.784], [4.400, -0.627, 7.342], [6.329, 0.364, 8.553], [6.897, 2.754, 8.240], [6.004, 7.153, 6.063], [4.776, 8.499, 4.386], [2.960, 7.464, 3.045], [2.349, 5.090, 3.403]],
  "mulliken_charge": [-0.87, -0.13, -0.58, -0.42, -0.04, -0.46, 0.06, 0.46, -0.50, -0.48, 0.48, -0.75, 0.31, -0.86, -0.28, 0.23, 0.04, 0.29, -0.55, 0.60, -0.95, 0.74, -0.92, -0.90, 0.09, -0.56, 0.22, 0.21, 0.32, 0.33, 0.05, 0.31, 0.34, 0.33, 0.25, 0.23, 0.26, 0.34, 0.16, 0.30, 0.24, 0.16, 0.32, 0.34, 0.34, 0.13, 0.33, 0.20, 0.29, -0.70, 0.52, 0.36, -0.81, -0.35, -0.83, -0.45, 0.40, 0.60, -0.69, 0.31, -0.54, -0.51, -0.47, -0.66, 0.19, 0.54, 0.40, 0.41, 0.48, 0.48, 0.39, 0.44, 0.47, -0.68, 0.59, 0.17, -0.56, -0.45, -0.46, -0.53, 0.20, 0.57, -0.70, 0.20, -0.68, -0.24, -0.60, -0.55, 0.25, 0.45, 0.39, 0.39, 0.46, 0.49, 0.44, 0.40, 0.45, -0.69, 0.58, 0.61, -0.77, -0.47, -0.65, -0.68, 0.04, 0.66, -0.68, 0.44, -0.63, -0.50, -0.49, -0.69, 0.28, 0.48, 0.41, 0.44, 0.66, 0.45, 0.41, 0.40, 0.47, -0.70, 0.54, 0.22, -0.53, -0.47, -0.46, -0.56, 0.19, 0.72, -0.68, 0.17, -0.72, -0.68, -0.16, -0.73, 0.12, 0.46, 0.40, 0.39, 0.45, 0.45, 0.45, 0.55, 0.58],
  "spin_multiplicity": 1,
  "gap_ev": 6.346,
  "smiles": "CCCOc1cc(B(N)O)c(C[C@@H](C)F)c2c1C(=O)N(N=C(C)C)C2=O.O=C1c2ccccc2C(=O)c2ccccc21.O=C1c2ccccc2C(=O)c2ccccc21.O=C1c2ccccc2C(=O)c2ccccc21.O=C1c2ccccc2C(=O)c2ccccc21",
  "max_force_ha_per_bohr": 0.174,
  "lumo_ev": -1.67
}

No. 2
{
  "formula": "C73H63FGeN3OP3RhS",
  "method": "ωB97M-V with the def2-TZVPD basis set",
  "elements": ["Rh", "F", "Ge", "C", "C", "C", "C", "C", "C", "P", "C", "C", "C", "C", "C", "C", "C", "C", "C", "C", "C", "C", "C", "C", "C", "C", "C", "C", "P", "C", "C", "C", "C", "C", "C", "C", "C", "C", "C", "C", "C", "C", "C", "C", "C", "C", "C", "P", "C", "C", "C", "C", "C", "C", "C", "C", "C", "C", "C", "C", "H", "H", "H", "H", "H", "H", "H", "H", "H", "H", "H", "H", "H", "H", "H", "H", "H", "H", "H", "H", "H", "H", "H", "H", "H", "H", "H", "H", "H", "H", "H", "H", "H", "H", "H", "H", "H", "H", "H", "H", "H", "H", "C", "N", "C", "C", "N", "C", "S", "C", "C", "C", "C", "C", "N", "H", "H", "H", "H", "H", "H", "H", "H", "H", "C", "C", "C", "C", "C", "C", "C", "O", "C", "C", "C", "H", "H", "H", "H", "H", "H", "H", "H", "H", "H", "H", "H"],
  "coordinates": [[-0.762, -0.096, 0.786], [-1.167, -0.741, 5.326], [-0.886, -0.594, 3.539], [-0.782, 1.359, 3.719], [-1.400, 1.943, 4.824], [-0.933, 3.143, 5.341], [0.221, 3.718, 4.822], [0.831, 3.157, 3.713], [0.287, 2.023, 3.102], [0.842, 1.506, 1.438], [2.643, 1.674, 1.494], [3.347, 2.219, 0.422], [4.716, 2.419, 0.511], [5.393, 2.060, 1.668], [4.704, 1.486, 2.729], [3.334, 1.288, 2.644], [0.109, 2.877, 0.403], [0.531, 4.230, 0.894], [1.268, 5.064, 0.162], [1.522, 4.820, -1.258], [0.922, 3.817, -1.892], [0.068, 2.813, -1.162], [0.981, -1.169, 3.665], [1.544, -1.154, 4.947], [2.860, -1.543, 5.146], [3.627, -1.974, 4.071], [3.079, -1.997, 2.802], [1.764, -1.577, 2.591], [0.962, -1.732, 0.968], [0.778, -3.569, 0.966], [0.055, -4.115, 2.035], [-0.039, -5.485, 2.207], [0.589, -6.346, 1.314], [1.283, -5.824, 0.234], [1.364, -4.445, 0.054], [2.250, -1.434, -0.321], [2.043, -0.392, -1.225], [2.981, -0.068, -2.199], [4.164, -0.788, -2.284], [4.380, -1.848, -1.412], [3.430, -2.177, -0.451], [-2.411, -1.838, 3.265], [-2.584, -2.797, 4.271], [-3.770, -3.507, 4.376], [-4.829, -3.233, 3.516], [-4.664, -2.305, 2.504], [-3.441, -1.648, 2.342], [-3.152, -0.577, 0.909], [-3.837, -1.462, -0.547], [-4.154, -2.816, -0.587], [-4.755, -3.360, -1.721], [-4.993, -2.585, -2.847], [-4.622, -1.247, -2.840], [-4.057, -0.698, -1.700], [-4.392, 0.737, 1.205], [-4.168, 1.527, 2.334], [-5.081, 2.496, 2.715], [-6.234, 2.694, 1.967], [-6.473, 1.908, 0.851], [-5.562, 0.928, 0.472], [-2.212, 1.429, 5.320], [-1.427, 3.594, 6.194], [0.645, 4.603, 5.279], [1.744, 3.597, 3.327], [2.826, 2.508, -0.484], [5.254, 2.865, -0.317], [6.459, 2.232, 1.746], [5.231, 1.203, 3.631], [2.801, 0.851, 3.479], [0.251, 4.499, 1.901], [1.622, 5.991, 0.597], [2.142, 5.520, -1.805], [1.032, 3.689, -2.965], [0.342, 1.821, -1.517], [0.941, -0.839, 5.787], [3.282, -1.523, 6.144], [4.648, -2.303, 4.221], [3.696, -2.338, 1.985], [-0.415, -3.459, 2.756], [-0.590, -5.883, 3.050], [0.548, -7.417, 1.470], [1.787, -6.488, -0.459], [1.937, -4.064, -0.779], [1.122, 0.170, -1.148], [2.798, 0.762, -2.875], [4.915, -0.529, -3.021], [5.295, -2.424, -1.474], [3.627, -3.019, 0.196], [-1.804, -2.956, 5.003], [-3.888, -4.243, 5.163], [-5.777, -3.742, 3.636], [-5.489, -2.092, 1.831], [-3.995, -3.438, 0.285], [-5.087, -4.390, -1.706], [-5.487, -3.013, -3.711], [-4.820, -0.623, -3.705], [-3.809, 0.359, -1.686], [-3.275, 1.378, 2.929], [-4.892, 3.092, 3.599], [-6.953, 3.447, 2.265], [-7.382, 2.042, 0.278], [-5.803, 0.302, -0.374], [-1.962, 5.296, -0.648], [-2.110, 4.158, -1.545], [-3.250, 4.034, -2.312], [-3.242, 2.854, -2.911], [-2.058, 2.178, -2.489], [-1.449, 2.945, -1.443], [-1.635, 2.327, 0.669], [-1.665, 1.059, -3.207], [-2.003, 1.056, -4.588], [-1.743, -0.037, -5.363], [-1.085, -1.125, -4.786], [-0.757, -0.936, -3.481], [-1.000, 0.040, -2.668], [-2.478, 6.140, -1.097], [-0.924, 5.554, -0.519], [-2.407, 5.075, 0.325], [-3.972, 4.831, -2.382], [-3.969, 2.411, -3.564], [-2.421, 1.942, -5.038], [-2.013, -0.053, -6.411], [-0.871, -2.030, -5.336], [1.007, -1.973, -3.058], [1.807, -6.957, -6.811], [1.281, -6.017, -5.799], [1.980, -4.811, -5.507], [1.539, -3.922, -4.587], [2.406, -2.730, -4.279], [0.251, -4.206, -3.916], [-0.414, -3.356, -3.110], [0.043, -2.055, -2.837], [-0.400, -5.510, -4.133], [-1.606, -5.915, -3.364], [0.122, -6.345, -5.078], [2.680, -6.574, -7.333], [1.024, -7.207, -7.534], [2.072, -7.901, -6.320], [2.906, -4.613, -6.033], [3.368, -2.830, -4.777], [2.654, -2.658, -3.207], [1.986, -1.785, -4.646], [-1.388, -3.508, -2.654], [-1.532, -5.661, -2.307], [-1.763, -6.987, -3.449], [-2.484, -5.416, -3.779], [-0.361, -7.296, -5.267]],
  "mulliken_charge": [-0.65, -0.61, 2.49, -0.40, 0.08, -1.21, -0.85, -0.71, 0.11, 1.39, 1.10, -0.33, -1.16, -1.05, -0.86, -0.99, 1.39, -1.07, -1.12, -0.97, -1.38, 1.16, -0.37, -0.35, -0.92, -0.88, -0.09, 0.06, 2.93, 1.13, -0.70, -0.99, -0.85, -1.23, -0.35, 1.53, -0.05, 0.36, -1.40, -1.65, -0.44, -0.65, 0.08, -1.19, -0.83, -0.35, 0.01, 2.87, 0.64, -0.65, -1.01, -1.01, -0.64, -1.71, 0.98, -0.39, -0.67, -0.77, -0.74, -1.11, 0.71, 0.50, 0.47, 0.70, 0.42, 0.54, 0.46, 0.52, 0.59, 0.62, 0.48, 0.47, 0.55, -0.96, 0.58, 0.45, 0.50, 0.21, 0.32, 0.53, 0.45, 0.53, 0.56, -0.62, 0.40, 0.54, 0.52, 0.49, 0.67, 0.49, 0.46, 0.56, 0.54, 0.54, 0.50, 0.54, 0.51, 0.16, 0.54, 0.45, 0.47, 0.52, -0.70, 0.42, -1.49, -0.60, 1.44, -0.63, -0.28, -0.14, -1.33, -1.62, -0.71, 0.26, 1.35, 0.48, 0.22, 0.23, 0.53, 0.77, 0.90, 0.50, 0.65, -0.76, -1.48, 0.50, -1.23, 0.86, -1.19, 1.78, -0.97, 1.12, 0.83, -1.78, -0.88, 0.41, 0.41, 0.39, 0.47, 0.54, -0.28, 0.40, 0.40, 0.35, 0.47, 0.38, 0.56],
  "spin_multiplicity": 1,
  "charge": 3,
  "relative_energy_kcal_mol": 0.0,
  "gap_ev": 3.351,
  "max_force_ha_per_bohr": 0.043,
  "lumo_ev": -10.32
}